Here is 8 unconnected molecules or ions with the total composition C30H90BF4N9O19P7 at a distorted geometry from the OMol25 dataset. Energies are from ωB97M-V/def2-TZVPD.

* energy: -5934.0540 hartree
* total charge: -1
* E_HOMO: -6.3 eV

The geometry in XYZ format:
```
160
Properties=species:S:1:pos:R:3:lowdin_charge:R:1
B 1.8636 -0.0337 1.5331 -1.090
F 2.6926 0.1965 2.6651 0.077
F 2.6438 -0.4026 0.3468 0.029
F 0.8880 -1.0286 1.9271 0.054
F 1.2439 1.2299 1.1208 0.025
O -4.1610 1.6818 4.7464 -0.313
P -3.9235 0.7081 3.6402 0.512
N -2.5229 1.1111 2.8873 -0.302
C -2.1550 0.6953 1.5532 -0.087
C -1.4403 1.5702 3.7246 -0.094
N -5.2185 0.5668 2.5355 -0.288
C -6.1254 1.7333 2.2044 -0.085
C -5.7586 -0.6734 1.9722 -0.122
N -3.8460 -0.8904 4.1135 -0.321
C -2.7974 -1.8343 3.6679 -0.067
C -4.9287 -1.3411 5.0066 -0.092
H -1.5107 1.4625 1.1131 0.076
H -3.0834 0.5617 0.9594 0.060
H -1.5747 -0.2432 1.5407 0.066
H -1.0063 2.4094 3.1699 0.088
H -0.6920 0.7674 3.8876 0.091
H -1.7352 1.8971 4.7122 0.074
H -5.7661 2.6142 2.7762 0.075
H -6.0260 2.0353 1.1205 0.077
H -7.1342 1.4349 2.4184 0.061
H -5.0173 -1.5286 2.1012 0.079
H -6.6985 -0.9463 2.5283 0.092
H -5.8708 -0.5307 0.9164 0.048
H -2.7332 -2.5300 4.5072 0.078
H -3.0498 -2.4173 2.7655 0.079
H -1.9294 -1.2508 3.5887 0.047
H -4.4088 -1.9853 5.7277 0.082
H -5.6056 -2.0071 4.4848 0.061
H -5.3916 -0.4247 5.3393 0.069
O 1.6961 3.0996 -4.9894 -0.307
P 0.5084 2.6237 -4.2104 0.523
N 1.0191 2.1057 -2.6942 -0.289
C 0.0735 1.5422 -1.7059 -0.087
C 2.4492 2.0474 -2.2721 -0.078
N -0.2804 1.3955 -5.0601 -0.288
C -1.4762 0.7101 -4.5454 -0.105
C 0.6069 0.6361 -5.9710 -0.093
N -0.7627 3.6005 -3.8162 -0.293
C -0.4482 4.6053 -2.7983 -0.103
C -1.3630 4.2175 -5.0139 -0.108
H 0.3453 0.5230 -1.4572 0.052
H -0.9672 1.6748 -2.0402 0.058
H 0.2325 2.0452 -0.7046 0.081
H 3.0887 2.2437 -3.1146 0.066
H 2.6788 1.0854 -1.8003 0.057
H 2.5302 2.8488 -1.5099 0.083
H -2.0643 1.4478 -3.9878 0.064
H -2.1211 0.3683 -5.3462 0.077
H -1.2475 -0.1972 -3.9525 0.075
H -0.0047 0.1326 -6.6814 0.062
H 1.3269 1.3262 -6.4151 0.074
H 1.0798 -0.1854 -5.4170 0.045
H 0.1091 5.4652 -3.1108 0.085
H -1.4162 4.9487 -2.3823 0.083
H 0.0956 4.0980 -1.9987 0.064
H -0.7729 4.9959 -5.4730 0.077
H -2.3221 4.6661 -4.6970 0.089
H -1.5536 3.4533 -5.7480 0.066
O 1.5489 -4.2739 -1.8669 -0.284
P 2.0279 -3.7681 -3.1754 0.548
N 3.1047 -4.9691 -3.7959 -0.312
C 3.8294 -4.8794 -5.0730 -0.114
C 3.7383 -5.8464 -2.8606 -0.148
N 2.8254 -2.3372 -3.3341 -0.274
C 4.1773 -2.2600 -2.7426 -0.066
C 2.0106 -1.1855 -3.0604 -0.129
N 0.8254 -3.6308 -4.3318 -0.273
C -0.3531 -4.5120 -4.1529 -0.098
C 1.0601 -3.2121 -5.7374 -0.109
H 4.9112 -4.6599 -4.9348 0.084
H 3.4200 -4.1487 -5.7743 0.054
H 3.7212 -5.8675 -5.5415 0.080
H 3.1483 -5.9738 -1.9722 0.067
H 4.7010 -5.4375 -2.5365 0.069
H 3.9998 -6.7505 -3.4193 0.080
H 4.1629 -1.9471 -1.6937 0.090
H 4.6414 -3.2431 -2.8615 0.060
H 4.7562 -1.5082 -3.2453 0.076
H 1.5886 -1.0358 -2.0664 0.056
H 2.5639 -0.2600 -3.2922 0.083
H 1.1662 -1.1394 -3.7329 0.052
H -0.3764 -5.3750 -4.8409 0.084
H -0.3489 -4.9085 -3.1506 0.062
H -1.2372 -3.9400 -4.3211 0.043
H 1.9411 -2.5444 -5.7948 0.076
H 0.2304 -2.5866 -6.0025 0.064
H 1.1518 -4.0121 -6.4341 0.065
C -0.6312 -2.1198 -0.5849 -0.061
O -1.5361 -1.4839 -1.5241 -0.242
P -2.9131 -2.1788 -1.9159 0.378
O -2.8937 -3.2724 -2.8788 -0.219
O -3.7196 -0.8995 -2.4531 -0.226
C -4.2566 0.1466 -1.6629 -0.084
O -3.4793 -2.5003 -0.4584 -0.231
C -3.9815 -3.8470 -0.1647 -0.067
H -1.0466 -1.8229 0.4025 0.071
H 0.3147 -1.5621 -0.7222 0.067
H -0.5216 -3.1952 -0.7670 0.083
H -3.5371 0.2856 -0.8587 0.053
H -5.2309 -0.1048 -1.2722 0.080
H -4.2114 0.9647 -2.3589 0.087
H -4.8617 -3.6866 0.4707 0.080
H -3.2662 -4.5004 0.3452 0.089
H -4.3312 -4.3860 -1.0296 0.072
C 1.9917 -2.0511 4.9596 -0.076
O 1.1727 -3.0010 5.6641 -0.244
P 0.5649 -4.2902 4.8512 0.419
O 1.5495 -5.3473 4.4873 -0.259
O -0.5361 -4.8067 5.8556 -0.226
C -0.3599 -5.0019 7.2596 -0.077
O -0.3117 -3.8476 3.5958 -0.210
C 0.2186 -4.2168 2.3386 -0.113
H 2.5254 -1.5013 5.7125 0.083
H 1.4478 -1.4856 4.2316 0.057
H 2.7791 -2.6510 4.4342 0.107
H -1.3268 -5.0691 7.7203 0.081
H 0.2257 -4.1451 7.5364 0.068
H 0.2865 -5.8881 7.4546 0.102
H -0.5746 -4.1259 1.6055 0.070
H 0.5864 -5.2739 2.3431 0.096
H 1.0717 -3.6025 2.0311 0.094
C -2.9047 5.0088 3.1643 -0.081
O -1.9152 5.6006 2.2899 -0.243
P -2.0350 5.4615 0.6611 0.401
O -3.2406 6.1508 0.1163 -0.258
O -0.6380 6.0189 0.2605 -0.224
C 0.6579 5.4943 0.8315 -0.006
O -1.9992 3.8546 0.4069 -0.231
C -3.0397 3.3959 -0.5282 -0.083
H -2.5057 5.1099 4.1586 0.082
H -3.1202 3.9309 3.0219 0.073
H -3.8046 5.5966 3.0912 0.079
H 0.6900 5.5296 1.8955 0.070
H 1.3849 6.2091 0.4371 0.093
H 0.8497 4.4522 0.5091 0.086
H -2.5343 2.9900 -1.4072 0.059
H -3.6661 4.1803 -0.8695 0.057
H -3.6697 2.5949 -0.0622 0.079
C 8.2507 3.4935 1.3855 -0.113
O 7.5720 3.9612 2.5653 -0.206
P 5.9934 4.1240 2.3719 0.319
O 5.4701 5.1661 1.5060 -0.217
O 5.6980 2.6800 1.8606 -0.234
C 4.3945 2.4217 1.3037 -0.052
O 5.4922 4.2628 3.8731 -0.190
C 5.6042 3.1055 4.6611 -0.108
H 9.2850 3.9026 1.4048 0.095
H 7.8434 3.9089 0.4599 0.084
H 8.2650 2.4158 1.2200 0.086
H 3.6784 2.3214 2.1044 0.080
H 4.5206 1.4779 0.7334 0.109
H 4.1273 3.2145 0.6343 0.071
H 5.0779 3.2940 5.5749 0.083
H 6.6273 2.9507 4.9836 0.087
H 5.1851 2.2697 4.0901 0.092
```

---

Here is 15 unconnected molecules or ions with the total composition C30H90O15 at a distorted geometry from the OMol25 dataset. Energies are from ωB97M-V/def2-TZVPD.

* energy: -2325.4768 hartree
* energy relative to the best compared isomer or geometry (same formula, charge and spin): 3.8597 eV
* E_HOMO: -8.9 eV

The geometry in XYZ format:
```
135
Properties=species:S:1:pos:R:3:lowdin_charge:R:1
C 0.9119 -0.8241 -0.1341 -0.073
C 0.1990 0.5118 -0.0841 -0.254
O 0.9613 1.2617 0.8859 -0.095
H 0.6748 -1.4174 0.7490 0.062
H 2.0008 -0.8336 -0.1827 0.065
H 0.6637 -1.3489 -1.0566 0.060
H -0.8424 0.3686 0.2040 0.108
H 0.2420 1.0460 -1.0333 0.084
H 0.4657 2.0773 0.9895 0.030
C -1.0040 0.1213 -3.3758 -0.054
C -0.6438 1.3875 -4.1995 -0.263
O 0.3740 2.1322 -3.5336 -0.104
H -1.5983 -0.5817 -3.9595 0.071
H -1.4181 0.4068 -2.4088 0.051
H -0.0325 -0.3536 -3.2387 0.067
H -1.4982 2.0396 -4.3811 0.102
H -0.2741 1.1139 -5.1878 0.112
H 1.1691 1.6018 -3.6235 0.047
C -4.4293 2.4765 3.8409 -0.066
C -3.1754 3.1285 3.2668 -0.349
O -2.9441 2.6423 2.0277 -0.074
H -5.2895 2.7971 3.2532 0.075
H -4.6556 2.6868 4.8862 0.076
H -4.3799 1.3877 3.8458 0.060
H -2.3857 2.8553 3.9667 0.111
H -3.2654 4.2146 3.2825 0.113
H -2.0093 2.7608 1.8439 0.066
C 2.4442 -5.0397 -3.1605 -0.058
C 1.1975 -4.1026 -3.0034 -0.270
O 0.1987 -4.5159 -2.0619 -0.092
H 3.0944 -4.9643 -2.2889 0.056
H 3.0822 -4.8134 -4.0147 0.060
H 2.0659 -6.0580 -3.2500 0.075
H 0.7225 -3.9677 -3.9752 0.108
H 1.5110 -3.0941 -2.7335 0.092
H -0.6133 -4.0497 -2.2737 0.045
C -0.2937 6.0039 1.5960 -0.060
C 0.3037 4.6120 1.9886 -0.272
O -0.3146 3.6355 1.2214 -0.117
H 0.1089 6.7341 2.2980 0.073
H -1.3551 5.9656 1.8410 0.064
H -0.1705 6.2424 0.5396 0.073
H 0.2195 4.4033 3.0552 0.122
H 1.3679 4.6378 1.7542 0.105
H -0.3269 3.8445 0.2845 0.055
C -3.5854 -1.0857 2.4463 -0.054
C -2.2306 -0.9150 3.2584 -0.264
O -2.1813 -1.9555 4.2244 -0.111
H -4.4665 -0.8205 3.0306 0.066
H -3.8299 -2.1056 2.1492 0.038
H -3.6437 -0.4886 1.5363 0.040
H -2.1648 -0.0208 3.8783 0.098
H -1.3643 -1.0940 2.6215 0.084
H -1.9957 -2.7432 3.7079 0.020
C 4.9578 -1.6540 -2.2678 -0.066
C 5.1972 -2.1975 -3.6764 -0.316
O 4.6327 -1.2923 -4.5414 -0.066
H 3.9149 -1.4349 -2.0389 0.064
H 5.5669 -0.7605 -2.1307 0.076
H 5.2370 -2.4536 -1.5818 0.076
H 4.7251 -3.1748 -3.7765 0.091
H 6.2655 -2.3485 -3.8313 0.119
H 4.8117 -1.5453 -5.4500 0.111
C 3.0519 -3.2948 0.6254 -0.076
C 2.1013 -4.4950 0.9400 -0.220
O 0.7462 -4.0495 0.6462 -0.120
H 3.0880 -3.1055 -0.4474 0.039
H 4.0759 -3.5027 0.9360 0.074
H 2.7399 -2.3939 1.1537 0.058
H 2.1891 -4.6827 2.0101 0.111
H 2.3817 -5.3474 0.3212 0.107
H 0.6387 -4.2417 -0.2882 0.033
C -2.6669 5.0373 -1.2358 -0.058
C -1.7292 4.2972 -2.1959 -0.292
O -0.6729 3.6603 -1.5144 -0.085
H -3.4235 5.6027 -1.7798 0.079
H -2.2456 5.7291 -0.5064 0.057
H -3.2173 4.2967 -0.6555 0.053
H -1.3962 4.9863 -2.9720 0.114
H -2.3373 3.5732 -2.7383 0.094
H -0.3325 3.0053 -2.1282 0.032
C 0.8450 0.1826 5.0256 -0.079
C 1.5648 -0.6191 3.9830 -0.294
O 2.2673 0.2467 3.1357 -0.092
H 0.2430 -0.4527 5.6753 0.077
H 0.1651 0.9484 4.6521 0.065
H 1.4967 0.7408 5.6977 0.076
H 0.8541 -1.2280 3.4241 0.097
H 2.2203 -1.3837 4.3999 0.120
H 1.6317 0.5890 2.5029 0.053
C 5.5396 2.9927 1.2051 -0.074
C 4.2017 2.3567 1.6257 -0.332
O 4.2219 1.9456 2.9719 -0.089
H 6.3573 2.2753 1.1358 0.068
H 5.9191 3.7034 1.9393 0.068
H 5.4859 3.5279 0.2570 0.050
H 3.9861 1.4554 1.0519 0.094
H 3.3181 2.9712 1.4528 0.090
H 3.5403 1.2982 3.1666 0.012
C -3.7853 1.2355 -1.1246 -0.086
C -5.0824 1.8259 -0.6733 -0.333
O -5.1964 1.6242 0.6859 -0.077
H -3.5666 1.4696 -2.1665 0.069
H -3.7484 0.1525 -1.0074 0.055
H -2.9344 1.6000 -0.5490 0.065
H -5.9615 1.4310 -1.1826 0.118
H -5.0869 2.9088 -0.7968 0.101
H -4.4375 2.0775 1.0602 0.026
C -3.5825 -4.9322 2.7418 -0.074
C -2.1548 -5.0338 2.2418 -0.318
O -1.5096 -3.8129 2.2976 -0.101
H -4.2591 -4.2891 2.1790 0.064
H -3.6752 -4.6138 3.7801 0.079
H -4.0408 -5.9207 2.7720 0.072
H -2.0701 -5.3872 1.2141 0.108
H -1.5796 -5.7344 2.8470 0.114
H -0.8000 -3.7386 1.6553 0.049
C -2.7746 -2.6413 -0.8834 -0.060
C -3.2863 -2.6737 -2.3130 -0.294
O -2.2600 -3.1896 -3.1503 -0.082
H -1.8011 -2.1652 -0.7663 0.072
H -2.6714 -3.6495 -0.4821 0.074
H -3.4220 -2.0388 -0.2462 0.059
H -3.5226 -1.6378 -2.5561 0.087
H -4.2431 -3.1807 -2.4382 0.119
H -2.6948 -3.4607 -3.9622 0.095
C 3.4082 2.4859 -2.0367 -0.058
C 3.8872 1.6042 -3.1516 -0.305
O 2.9115 0.6443 -3.4840 -0.099
H 4.2006 3.1527 -1.6966 0.069
H 3.0941 1.9213 -1.1588 0.069
H 2.5987 3.1525 -2.3341 0.074
H 4.8217 1.0982 -2.9088 0.097
H 4.0746 2.1591 -4.0709 0.116
H 3.3957 -0.1106 -3.8264 0.032
```

---

Here is 15 unconnected molecules or ions with the total composition C30H90O30 at a distorted geometry from the OMol25 dataset. Energies are from ωB97M-V/def2-TZVPD.

* energy: -3453.9846 hartree
* energy relative to the best compared isomer or geometry (same formula, charge and spin): 1.4080 eV
* E_HOMO: -9.2 eV

The geometry in XYZ format:
```
150
Properties=species:S:1:pos:R:3:lowdin_charge:R:1
C 4.0835 -1.4559 -0.0024 -0.198
C 3.7103 -1.1219 -1.4526 -0.242
O 3.6454 -2.2386 -2.3010 -0.076
O 3.1210 -2.3723 0.5226 -0.087
H 4.0496 -0.5673 0.6311 0.103
H 5.0533 -1.9439 0.0786 0.121
H 4.3226 -0.3758 -1.9624 0.118
H 2.7094 -0.6657 -1.4461 0.096
H 2.8338 -2.7462 -2.1419 0.026
H 2.2397 -1.9941 0.6285 0.046
C -1.1708 5.1512 -3.5600 -0.228
C -1.8427 4.2255 -2.5608 -0.190
O -1.0593 3.0603 -2.2928 -0.108
O -0.2363 5.9540 -2.8615 -0.050
H -1.9772 5.7505 -3.9939 0.125
H -0.7064 4.5765 -4.3653 0.112
H -2.8536 3.9108 -2.8146 0.122
H -1.9405 4.7845 -1.6254 0.121
H -0.2532 3.3352 -1.8315 0.068
H 0.1346 6.6435 -3.4195 0.103
C -3.9306 -1.2526 2.0792 -0.251
C -4.8150 -2.1505 2.9116 -0.214
O -5.0222 -3.4367 2.3260 -0.064
O -3.6289 -0.0698 2.8193 -0.070
H -4.3057 -1.0666 1.0674 0.100
H -2.9397 -1.6610 1.8517 0.090
H -5.8179 -1.7277 3.0193 0.124
H -4.3761 -2.2002 3.9109 0.127
H -5.2801 -4.0218 3.0424 0.090
H -3.0374 0.4845 2.3019 0.058
C -0.7771 -0.7123 0.3585 -0.196
C -0.1704 0.4824 -0.4042 -0.179
O 0.6309 1.2862 0.4541 -0.093
O 0.2181 -1.5598 0.9000 -0.071
H -1.4230 -1.3070 -0.2898 0.107
H -1.3029 -0.3458 1.2491 0.100
H -1.0112 0.9815 -0.8852 0.098
H 0.5836 0.0312 -1.0550 0.117
H 1.2108 1.8434 -0.0950 0.050
H -0.0837 -2.4278 1.1899 0.069
C -1.6983 1.3637 -5.7719 -0.227
C -0.2114 1.2826 -5.3421 -0.215
O -0.1131 1.0468 -3.9447 -0.092
O -2.3413 0.1410 -5.4684 -0.060
H -1.7895 1.5877 -6.8377 0.120
H -2.1050 2.2061 -5.2091 0.113
H 0.2762 2.2151 -5.6364 0.111
H 0.1528 0.4072 -5.8819 0.118
H -0.4614 1.8283 -3.4813 0.042
H -1.9665 -0.5404 -6.0345 0.092
C 2.8042 -3.2701 3.5999 -0.215
C 4.1163 -2.5370 3.8703 -0.226
O 3.9450 -1.5257 4.8319 -0.062
O 2.2636 -3.8861 4.7777 -0.069
H 3.0038 -4.1246 2.9486 0.102
H 2.1220 -2.6285 3.0442 0.111
H 4.5186 -2.0808 2.9642 0.118
H 4.8944 -3.2479 4.1739 0.124
H 3.6695 -2.0055 5.6221 0.106
H 2.8508 -4.5893 5.0663 0.087
C -3.6846 0.6125 -2.4452 -0.216
C -4.2229 0.8708 -1.0446 -0.241
O -4.7080 2.1852 -0.9572 -0.055
O -4.6911 0.6873 -3.4687 -0.064
H -3.1879 -0.3560 -2.5466 0.113
H -2.9825 1.3841 -2.7602 0.099
H -3.5066 0.7236 -0.2332 0.094
H -5.0237 0.1557 -0.8153 0.113
H -5.0787 2.4346 -1.8107 0.088
H -5.1944 -0.1271 -3.5475 0.085
C 0.8888 -3.5853 -3.1035 -0.198
C 0.6251 -2.2774 -3.7984 -0.229
O -0.6501 -1.8392 -3.3612 -0.086
O 1.2321 -3.3736 -1.7218 -0.090
H 1.7178 -4.1419 -3.5400 0.129
H -0.0152 -4.1988 -3.0939 0.120
H 0.5676 -2.3536 -4.8890 0.123
H 1.4106 -1.5772 -3.5034 0.115
H -0.7580 -0.9454 -3.7105 0.037
H 0.4270 -3.3044 -1.1962 0.062
C -1.8603 3.3989 0.9997 -0.239
C -3.1241 4.2083 1.3564 -0.225
O -2.8667 5.6001 1.4835 -0.058
O -1.1982 2.9435 2.1661 -0.066
H -1.1632 3.9501 0.3609 0.111
H -2.1808 2.6044 0.3144 0.086
H -3.6378 3.7860 2.2233 0.125
H -3.8166 4.0141 0.5365 0.096
H -2.3687 5.7159 2.2986 0.087
H -0.4460 2.3835 1.9436 0.043
C 2.3051 3.5845 -3.6091 -0.229
C 2.5279 2.5596 -2.4958 -0.186
O 1.7616 2.9567 -1.3686 -0.084
O 2.6518 4.8742 -3.1662 -0.048
H 1.2101 3.6305 -3.7080 0.078
H 2.5349 3.3564 -4.6503 0.128
H 3.5935 2.4812 -2.2723 0.116
H 2.1514 1.5732 -2.7646 0.111
H 2.0788 3.8172 -1.0625 0.110
H 1.8849 5.2687 -2.7395 0.058
C -0.7741 -1.0277 4.5677 -0.239
C -0.8899 0.1791 5.4910 -0.195
O 0.2661 0.2723 6.3542 -0.087
O -0.8373 -2.2518 5.2870 -0.062
H 0.1573 -0.9568 3.9967 0.102
H -1.5990 -1.0881 3.8512 0.096
H -1.6897 0.0419 6.2223 0.120
H -1.0139 1.1008 4.9278 0.117
H 0.3252 -0.5399 6.8659 0.078
H -0.5183 -2.9325 4.6864 0.077
C -4.2169 -3.5028 -1.9731 -0.207
C -2.8951 -3.6704 -1.2529 -0.244
O -2.9917 -3.7308 0.1520 -0.078
O -4.9588 -4.7500 -1.9827 -0.059
H -3.9046 -3.2620 -2.9922 0.122
H -4.8400 -2.7340 -1.5175 0.121
H -2.2097 -2.8521 -1.4915 0.092
H -2.3923 -4.5737 -1.6204 0.126
H -3.8524 -4.1333 0.3301 0.093
H -4.7433 -5.0991 -2.8517 0.081
C 5.4550 3.1748 0.4676 -0.262
C 5.0759 4.6247 0.2637 -0.222
O 3.9457 4.9639 1.0849 -0.091
O 4.5380 2.1801 0.0900 -0.060
H 5.7370 3.1549 1.5285 0.127
H 6.3634 2.9549 -0.0994 0.121
H 4.6946 4.7000 -0.7610 0.104
H 5.9055 5.2964 0.4704 0.118
H 3.4832 4.2020 1.4690 0.022
H 3.8256 2.2175 0.7449 0.051
C 2.4008 2.7243 3.4473 -0.173
C 2.3594 1.2547 3.7241 -0.230
O 3.6490 0.7340 3.4224 -0.069
O 2.4400 2.8994 2.0319 -0.104
H 3.3289 3.1329 3.8458 0.134
H 1.5641 3.2925 3.8587 0.126
H 1.5853 0.7119 3.1648 0.110
H 2.1690 0.9222 4.7496 0.115
H 3.7449 -0.1577 3.7891 0.026
H 1.7474 2.3457 1.6534 0.051
C 1.0008 -6.1481 1.5825 -0.227
C 0.1130 -5.7724 0.4162 -0.219
O -0.4277 -4.4716 0.5506 -0.078
O 0.2966 -6.1561 2.8280 -0.070
H 1.8269 -5.4453 1.7163 0.102
H 1.4661 -7.1291 1.4467 0.119
H -0.7000 -6.4856 0.2594 0.129
H 0.7557 -5.9219 -0.4565 0.116
H -1.3950 -4.4346 0.5325 0.047
H 0.9108 -6.2569 3.5572 0.069
```

---

Number 1: Kohn-Sham gap 8.40 eV. Number 2: Kohn-Sham gap 9.04 eV. Number 3: Kohn-Sham gap 9.34 eV.